Entry 1:
12
Properties=species:S:1:pos:R:3:nbo_charge:R:1 method="wB97M-V/def2-TZVPD" gap_ev=10.237 charge=0 smiles="O=CNN(C=O)C=O" e_lumo_ev=-0.40 de_lowest_ev=3.646 homo_ev=-10.63
O -2.898 -0.006 -0.300 -0.55
C -1.709 0.007 -0.331 0.50
N -0.790 -0.103 0.619 -0.46
N 0.609 -0.077 0.459 -0.35
C 1.053 1.260 -0.132 0.53
O 2.239 1.606 -0.077 -0.46
C 1.208 -1.261 0.190 0.50
O 2.306 -1.449 -0.441 -0.54
H -1.346 0.086 -1.281 0.11
H -1.092 0.151 1.666 0.41
H 0.002 1.887 -0.478 0.16
H 0.419 -2.100 0.107 0.15


Entry 2:
12
Properties=species:S:1:pos:R:3:nbo_charge:R:1 method="wB97M-V/def2-TZVPD" gap_ev=10.022 charge=0 e_lumo_ev=-0.41 de_lowest_ev=9.356 homo_ev=-10.43
C -1.084 -0.452 -0.003 0.82
C 1.252 -0.985 -0.143 -0.13
C 2.501 -0.024 -0.141 0.23
H -0.554 2.107 -0.510 0.51
H -2.987 0.369 0.755 0.44
H 1.354 -1.894 -0.806 0.24
H 1.067 -1.245 1.107 0.23
N -1.956 0.601 -0.098 -0.34
N 3.069 1.226 0.216 -0.30
O -1.603 2.029 -0.068 -0.53
O -1.408 -1.698 0.072 -0.60
O 0.349 -0.034 -0.379 -0.56


Entry 3:
11
Properties=species:S:1:pos:R:3:nbo_charge:R:1 method="wB97M-V/def2-TZVPD" gap_ev=8.822 charge=0 e_lumo_ev=-0.07 de_lowest_ev=3.540 homo_ev=-8.89
C -0.653 1.231 0.146 -0.41
C -1.822 0.504 0.070 -0.04
C 0.317 0.254 -0.042 0.18
N -0.153 -0.946 -0.227 -0.34
N -1.478 -0.784 -0.152 -0.33
O 3.267 -0.803 0.436 -0.83
S 2.718 0.572 -0.246 0.42
H -0.523 2.276 0.318 0.24
H -2.846 0.811 0.146 0.22
H -2.082 -1.586 -0.247 0.41
H 3.253 -1.531 -0.202 0.49


Entry 4:
11
Properties=species:S:1:pos:R:3:nbo_charge:R:1 method="wB97M-V/def2-TZVPD" gap_ev="6.298 / 6.299" charge=0 e_lumo_ev="-1.32 / -1.32" de_lowest_ev=3.514 homo_ev="-7.62 / -7.62"
O 0.960 -2.371 -0.117 -0.63
C 0.604 -1.220 0.409 0.48
N 0.800 -0.173 -0.291 -0.55
C 0.164 0.968 -0.071 0.11
C -1.257 0.914 -0.101 -0.13
N -1.895 -0.215 0.132 -0.61
S -3.359 -0.594 -0.057 0.25
H 1.225 -2.094 -1.039 0.50
H 0.212 -1.223 1.491 0.20
H 0.721 1.885 -0.291 0.21
H -1.819 1.881 -0.449 0.17